(1)
The following is a DFT calculation (ωB97M-V/def2-TZVPD) of a 2-piece molecular cluster, C2H7NS3 overall.

HOMO level (spin up / spin down): -7.687 / -8.629 eV
Electronic energy: -36180.5999 eV
ΔE to the lowest compared entry with this formula, charge and spin: 135.1 kJ/mol

Structure (ORCA input):
```
! RIJCOSX wB97M-V def2-TZVPD def2/J DEFGRID3
* xyz 0 1
H 1.272 0.581 -1.374
H 1.490 -0.561 0.450
C 0.281 0.314 -1.620
N -0.124 -0.861 -0.778
S -1.735 1.588 0.961
H -0.381 1.180 -1.316
H 0.033 0.244 -2.634
S -0.436 1.874 2.595
S -1.664 -1.242 -0.657
C 0.902 -1.345 0.100
H 0.483 -1.617 1.100
H 1.379 -2.181 -0.430
H -1.499 2.026 3.603
*
```

(2)
The following is a DFT calculation (ωB97M-V/def2-TZVPD) of C57H49CaCl2N11O4P2SSe2 as an isolated structure.

HOMO level: -2.367 eV
Electronic energy: -288086.3044 eV
ΔE to the lowest compared entry with this formula, charge and spin: 0.0 kJ/mol

Structure (ORCA input):
```
! RIJCOSX wB97M-V def2-TZVPD def2/J DEFGRID3
* xyz -2 1
O 5.549 2.223 0.303
H -1.178 -0.451 4.200
C 3.936 0.997 1.511
H -6.336 4.706 1.473
C -2.276 1.334 4.705
C 1.127 -2.883 -2.886
H -0.713 1.625 -4.463
N -0.999 -0.686 -1.454
H 1.994 -4.409 2.819
H 0.845 3.170 -4.667
C -0.296 2.983 -3.018
S 4.209 -2.176 -1.267
H -2.515 7.351 0.859
C 4.594 1.280 2.705
H -3.098 3.094 -1.586
H 4.574 4.126 -0.802
C 1.560 -1.042 -4.173
H 4.499 -4.538 2.427
C 0.699 -3.146 1.684
C -4.269 -2.201 0.227
C 3.715 2.741 -4.280
C -0.577 -2.596 1.581
H 0.955 -3.273 -1.890
P -4.392 0.595 -0.452
H -3.224 -2.186 -0.036
H -6.681 -4.338 1.292
C 1.275 -3.150 -5.249
C 0.030 -4.284 3.700
H 4.661 -6.287 2.713
C 5.492 -5.298 -2.464
H -5.842 1.432 4.195
C -6.220 -3.418 0.950
O 1.531 -1.739 -0.014
H -5.415 3.312 -0.343
C -5.022 -1.037 0.117
N -2.294 -0.624 -1.311
C -5.711 1.866 3.211
C 4.434 1.683 0.252
Se 1.025 3.257 0.960
C -1.543 -2.884 2.537
C -1.598 2.225 2.135
H 6.005 -5.368 1.999
H 4.787 -6.614 0.204
C 2.391 -0.284 2.601
N -0.413 0.380 -0.909
H -4.457 5.047 -2.187
H -0.783 -1.936 0.743
Ca 2.074 -0.050 -1.093
C 1.938 0.418 -4.229
H 0.270 -4.937 4.532
C -3.601 6.315 -0.678
C -1.163 0.978 2.606
C -2.066 4.097 0.013
H -0.523 0.372 1.974
H -6.591 3.746 3.750
C 4.585 4.497 -2.900
H -4.198 7.177 -0.951
C -2.602 0.501 -0.610
N 2.759 -3.622 0.587
H 1.215 4.242 -3.397
H -8.047 -2.289 1.019
H 6.217 -3.711 -1.218
C 4.332 3.731 -1.776
N 2.854 0.218 1.460
C 4.345 -5.715 0.640
H -1.991 -3.950 4.347
C -1.383 1.176 -0.386
H 2.513 -0.441 4.735
H 3.502 2.353 -5.265
N 1.367 -1.576 -2.968
Cl 4.741 4.860 -5.611
Cl 5.248 6.099 -2.706
H -2.559 0.989 5.694
H 1.245 -3.768 -6.138
H 1.625 -1.289 -6.294
C -1.240 -3.728 3.598
C 2.956 -0.028 3.838
C -6.985 -2.265 0.807
N -1.075 2.028 -3.609
C 1.492 -1.788 -5.345
C 4.916 -5.467 2.034
N 3.565 1.636 -0.765
C -6.140 3.160 2.957
C -5.450 2.931 0.666
C 4.325 3.976 -4.161
Se -5.387 1.130 -2.245
H 1.513 -0.917 2.529
H -2.690 4.000 2.658
H 5.471 1.909 2.667
C -4.870 -3.386 0.645
O 1.510 1.114 -5.183
C 3.785 2.447 -1.874
H 3.269 -5.849 0.712
C 0.997 -3.992 2.748
C -1.891 5.306 0.680
H 4.806 -4.632 -2.990
H 4.557 1.007 4.837
H 5.022 -6.281 -2.370
C 3.806 -3.487 -0.266
H -4.269 -4.284 0.732
C 5.803 -4.708 -1.091
C -2.988 4.014 -1.022
C -2.664 6.409 0.344
H 0.950 -4.779 -3.867
H -2.530 -2.448 2.459
H -3.258 3.229 4.918
N 0.519 3.681 -3.860
C 4.088 0.773 3.888
C -2.351 3.026 2.986
H -4.756 0.120 2.424
N 4.612 -4.602 -0.264
C -2.674 2.587 4.268
H 6.405 -5.400 -3.057
C -5.112 1.119 2.207
C -1.511 0.527 3.868
C -3.751 5.120 -1.368
C 1.739 -2.767 0.654
O -0.402 3.302 -1.829
C -4.980 1.649 0.925
C -5.997 3.698 1.684
H 6.531 -5.331 -0.564
C 1.103 -3.715 -3.992
H -1.119 5.381 1.437
N 2.715 0.757 -3.210
H -1.552 1.385 -2.996
C 3.377 1.987 -3.153
C -6.391 -1.086 0.391
P -0.950 2.721 0.460
H -6.990 -0.192 0.269
*
```